Entry 1:
DFT (ωB97M-V/def2-TZVPD) results for a 5-piece molecular cluster, H10O5 overall.

Positions of all 15 atoms, in Å:
O  -1.59442  0.38947  2.33412
H  -1.22753  0.32042  1.45273
H  -1.38606  -0.44853  2.74712
O  2.04870  1.78303  0.31705
H  2.17027  1.35711  -0.53152
H  2.10009  2.71938  0.12513
O  -2.46084  -2.23454  0.99813
H  -3.03000  -1.46521  0.97778
H  -2.51069  -2.59344  0.11216
O  2.39214  0.65788  -2.09999
H  2.34282  1.14352  -2.92337
H  2.70369  -0.21132  -2.35233
O  -0.80566  -0.25962  -0.23292
H  -0.84023  -1.16959  -0.52785
H  0.09773  0.01142  -0.39623

Computed properties:
* energy above the lowest of the compared OMol25 structures with the same formula, charge and spin: 96.9 kJ/mol
* LUMO (alpha / beta): -3.742 / -11.401 eV
* gap between HOMO and LUMO (alpha / beta): 0.383 / 0.100 hartree
* HOMO (alpha / beta): -14.17 / -14.13 eV
* <S²>: 0.756
* DFT total energy: -10388.820 eV
* 2S+1: 2
* total charge: +1

Entry 2:
DFT (ωB97M-V/def2-TZVPD) results for H10O5Xe as an isolated structure.

Positions of all 16 atoms, in Å:
Xe  1.34451  0.43671  0.72788
O  -0.66166  -3.19893  0.31585
H  -1.10464  -2.65662  0.96845
H  -1.17685  -4.00504  0.28403
O  -1.00678  2.54426  -1.62235
H  -1.93360  2.65542  -1.83419
H  -0.81917  1.63076  -1.83814
O  -1.11846  -0.32812  -1.83052
H  -1.33618  -0.75455  -2.65937
H  -0.42986  -0.87526  -1.45277
O  4.09926  0.29796  -1.25340
H  4.71910  0.99489  -1.46862
H  4.12508  0.24034  -0.29828
O  -1.71007  1.22176  3.69467
H  -1.23459  0.39327  3.63337
H  -1.75609  1.40317  4.63339

Computed properties:
* energy above the lowest of the compared OMol25 structures with the same formula, charge and spin: 19.5 kJ/mol
* LUMO: 0.388 eV
* gap between HOMO and LUMO: 0.404 hartree
* HOMO: -10.62 eV
* DFT total energy: -19361.801 eV

Entry 3:
DFT (ωB97M-V/def2-TZVPD) results for a 5-piece molecular cluster, H11O5 overall.

Positions of all 16 atoms, in Å:
O  1.64687  -2.61435  -0.50102
H  1.64162  -3.59855  -0.15249
H  2.31939  -2.84071  -1.14763
O  0.20678  0.39606  1.55127
H  0.34619  0.75643  2.47017
H  -0.04861  1.20858  1.13572
O  -0.91030  0.61412  -1.65025
H  0.03161  0.53555  -1.53660
H  -1.15420  1.06789  -2.47404
O  -0.40271  3.15690  0.92096
H  -0.74963  3.46737  1.74105
H  -1.13308  3.13590  0.23385
O  -0.60000  -1.47275  -0.04252
H  0.23918  -1.89909  -0.48599
H  -0.30394  -1.00309  0.76693
H  -1.12917  -0.91027  -0.82941

Computed properties:
* energy above the lowest of the compared OMol25 structures with the same formula, charge and spin: 93.5 kJ/mol
* LUMO (alpha / beta): 0.401 / 0.270 eV
* gap between HOMO and LUMO (alpha / beta): 0.122 / 0.454 hartree
* HOMO (alpha / beta): -2.93 / -12.10 eV
* <S²>: 0.751
* DFT total energy: -10412.111 eV
* 2S+1: 2

Entry 4:
DFT (ωB97M-V/def2-TZVPD) results for H11O5 as an isolated structure.

Positions of all 16 atoms, in Å:
O  3.38423  0.09110  -0.76648
H  3.97998  -0.65280  -0.56951
H  3.93396  0.88150  -0.69731
O  0.74687  -1.32728  0.56516
H  1.63857  -1.66461  0.37656
H  0.65695  -1.52209  1.51413
O  -1.66442  1.32096  -0.73249
H  -1.69346  1.16326  -1.69095
H  -2.42115  0.76916  -0.47804
O  -3.28603  -0.87476  0.61147
H  -3.71084  -0.53721  1.41979
H  -3.77078  -1.68288  0.35406
O  0.63086  1.03911  -0.12210
H  1.32452  1.66420  0.13484
H  0.70141  0.10702  0.34808
H  -0.45066  1.22533  -0.26720

Computed properties:
* energy above the lowest of the compared OMol25 structures with the same formula, charge and spin: 80.6 kJ/mol
* LUMO: -3.084 eV
* gap between HOMO and LUMO: 0.450 hartree
* HOMO: -15.34 eV
* DFT total energy: -10409.643 eV
* total charge: +1

Entry 5:
DFT (ωB97M-V/def2-TZVPD) results for a 7-piece molecular cluster, H11O5S overall.

Positions of all 17 atoms, in Å:
S  0.18986  -1.24250  -0.89657
H  1.42939  0.42010  -1.23373
H  -0.85204  2.68182  -2.17385
H  0.36165  1.77897  -1.71125
O  0.05891  2.56354  -2.22985
H  0.48256  1.31183  3.05631
H  -0.65420  0.38539  3.31453
O  -0.06397  0.97205  3.78514
H  1.97275  0.42299  1.64927
H  1.12606  0.57807  0.42110
O  1.31263  1.07147  1.21352
H  -1.29577  -1.44222  1.84132
H  -0.53138  -2.67173  1.27260
O  -0.73691  -2.16705  2.11238
H  -0.68477  -1.71281  -2.73290
H  -1.05098  -1.03712  -4.06017
O  -1.06380  -1.91280  -3.62785

Computed properties:
* energy above the lowest of the compared OMol25 structures with the same formula, charge and spin: 368.9 kJ/mol
* LUMO: 2.752 eV
* gap between HOMO and LUMO: 0.275 hartree
* HOMO: -4.72 eV
* DFT total energy: -21250.650 eV
* total charge: -1

Entry 6:
DFT (ωB97M-V/def2-TZVPD) results for a 6-piece molecular cluster, H11O6 overall.

Positions of all 17 atoms, in Å:
O  0.10997  -1.19099  -1.44666
H  0.14029  -2.13519  -1.60123
O  1.36286  0.28923  -3.31722
H  1.08368  -0.19208  -2.49297
H  0.63404  0.21439  -3.93050
O  1.41757  -0.60768  0.83958
H  2.32105  -0.92298  0.79267
H  1.01794  -0.77905  -0.05109
O  -2.12854  -0.46522  -0.22478
H  -2.68609  -0.37879  -1.00264
H  -1.23125  -0.55043  -0.67006
O  1.24145  0.70648  3.40290
H  1.32458  0.22066  2.56841
H  0.68035  0.17869  3.97857
O  -1.78059  2.21171  1.26420
H  -1.10695  1.92553  0.64025
H  -2.40035  1.47570  1.25057

Computed properties:
* energy above the lowest of the compared OMol25 structures with the same formula, charge and spin: 48.9 kJ/mol
* LUMO: 3.952 eV
* gap between HOMO and LUMO: 0.337 hartree
* HOMO: -5.21 eV
* DFT total energy: -12465.550 eV
* total charge: -1

Entry 7:
DFT (ωB97M-V/def2-TZVPD) results for a 6-piece molecular cluster, H11O6 overall.

Positions of all 17 atoms, in Å:
O  -0.25073  -0.57144  -0.58039
H  -1.20494  -0.60908  -0.78604
O  2.23344  -0.64210  -2.45710
H  1.50299  -0.71028  -1.81650
H  2.99198  -1.04372  -1.95062
O  0.84735  1.86085  -0.73501
H  1.23706  1.36531  -1.52122
H  0.09052  1.33372  -0.38456
O  -0.64695  -1.33851  2.04907
H  0.36190  -1.44629  2.14548
H  -0.55304  -0.95235  1.04126
O  0.55843  3.75495  0.94446
H  -0.15466  3.83411  1.70275
H  0.92279  2.84822  0.79346
O  -2.74864  -2.98608  0.77948
H  -3.26533  -2.70920  0.05170
H  -1.87242  -2.53184  0.72016

Computed properties:
* energy above the lowest of the compared OMol25 structures with the same formula, charge and spin: 156.7 kJ/mol
* LUMO: 3.829 eV
* gap between HOMO and LUMO: 0.323 hartree
* HOMO: -4.96 eV
* DFT total energy: -12464.433 eV
* total charge: -1

Entry 8:
DFT (ωB97M-V/def2-TZVPD) results for a 7-piece molecular cluster, H12IO6 overall.

Positions of all 19 atoms, in Å:
I  -0.73900  -18.79800  20.76100
O  -0.58700  -16.26900  18.35600
H  0.12200  -16.17200  17.72600
H  -0.40100  -17.07400  18.86300
O  -0.12900  -15.32600  21.25200
H  -0.42000  -16.21100  21.48800
H  0.12600  -15.35000  20.32000
O  -3.33700  -16.18500  20.66300
H  -2.75200  -15.61300  21.12000
H  -2.95600  -17.04500  20.75800
O  2.76300  -17.39600  20.65000
H  3.20700  -17.93100  19.98000
H  1.93000  -17.80400  20.93500
O  1.09900  -19.38400  17.77100
H  0.47600  -18.90400  17.23300
H  0.77500  -19.35200  18.68200
O  -3.17100  -19.95100  18.36200
H  -2.55800  -20.01500  19.12100
H  -2.72700  -20.36200  17.62900

Computed properties:
* energy above the lowest of the compared OMol25 structures with the same formula, charge and spin: 28.1 kJ/mol
* LUMO: 3.172 eV
* gap between HOMO and LUMO: 0.316 hartree
* HOMO: -5.42 eV
* DFT total energy: -20584.303 eV
* total charge: -1